Entry 1:
C4H10O2 | ωB97M-V/def2-TZVPD

Element x y z (Å)
C (-0.407, -0.286, -0.172)
C (1.578, 0.911, 0.126)
C (-0.893, -1.695, 0.062)
C (-1.438, 0.806, 0.020)
O (0.731, -0.053, 0.602)
O (2.872, 0.711, 0.533)
H (3.075, -0.230, 0.450)
H (0.238, 0.029, -1.356)
H (1.244, 1.925, 0.354)
H (1.165, 0.789, -1.228)
H (-1.732, -1.923, -0.596)
H (-1.093, 1.752, -0.398)
H (-1.245, -1.819, 1.087)
H (-0.086, -2.405, -0.105)
H (-1.639, 0.959, 1.086)
H (-2.371, 0.528, -0.464)

Results
energy	-8402.620	eV
Kohn-Sham gap	10.3	eV
largest force on an atom	3.61	eV Å⁻¹
2S+1	1
LUMO	0.0362	hartree
HOMO	-9.28	eV
energy relative to the best compared isomer or geometry (same formula, charge and spin)	2.927	eV

***

Entry 2:
C8H10INO2 | ωB97M-V/def2-TZVPD

Element x y z (Å)
C (2.667, -0.208, 0.446)
C (1.352, -0.176, -0.243)
C (1.072, 0.434, -1.415)
C (-0.298, 0.634, -1.952)
C (-1.287, 1.045, -0.859)
I (-0.891, 3.124, -0.208)
C (-1.189, 0.072, 0.261)
C (-2.309, 0.027, 1.242)
C (0.201, -0.762, 0.426)
N (0.241, -1.841, 1.352)
O (-0.607, -2.145, 2.082)
O (1.275, -2.467, 1.315)
H (2.438, 0.163, 1.420)
H (3.391, 0.318, -0.244)
H (3.051, -1.259, 0.658)
H (1.861, 0.799, -2.079)
H (-0.287, 1.379, -2.725)
H (-0.689, -0.338, -2.326)
H (-2.279, 1.118, -1.256)
H (-2.683, -1.006, 1.277)
H (-3.019, 0.670, 0.618)
H (-2.011, 0.418, 2.212)

Results
energy	-22138.280	eV
Kohn-Sham gap (alpha / beta)	7.0 / 7.0	eV
largest force on an atom	8.64	eV Å⁻¹
2S+1	1
LUMO (alpha / beta)	-0.0520 / -0.0519	hartree
HOMO (alpha / beta)	-8.41 / -8.41	eV
energy relative to the best compared isomer or geometry (same formula, charge and spin)	5.070	eV
SMILES	CC1=CC[C@H](I)C(C)=C1[N+](=O)[O-]

***

Entry 3:
H14O7 | ωB97M-V/def2-TZVPD

Element x y z (Å)
O (-0.378, 0.863, -1.562)
H (-0.793, 0.790, -0.702)
H (-1.105, 1.018, -2.065)
O (-0.445, -1.609, 2.821)
H (-0.022, -1.957, 3.608)
H (-1.349, -1.811, 2.947)
O (3.107, 2.960, -4.681)
H (2.516, 2.733, -3.970)
H (2.486, 3.034, -5.347)
O (-2.185, 1.792, 3.372)
H (-1.788, 0.958, 3.134)
H (-3.155, 1.701, 3.138)
O (-2.015, -2.071, -3.680)
H (-2.520, -2.527, -4.437)
H (-2.482, -1.302, -3.364)
O (2.323, -1.961, 0.424)
H (2.082, -1.983, -0.499)
H (2.696, -2.902, 0.386)
O (0.919, 0.428, 3.357)
H (1.713, 0.946, 3.118)
H (0.394, 0.902, 4.002)

Results
energy	-14558.306	eV
Kohn-Sham gap	11.2	eV
largest force on an atom	4.35	eV Å⁻¹
2S+1	1
LUMO	0.0108	hartree
HOMO	-10.94	eV
energy relative to the best compared isomer or geometry (same formula, charge and spin)	3.156	eV
SMILES	O.O.O.O.O.O.O

***

Entry 4:
H26O13 | ωB97M-V/def2-TZVPD

Element x y z (Å)
O (-0.781, 0.362, -3.772)
H (-0.032, -0.099, -3.368)
H (-1.566, -0.206, -3.602)
O (1.108, -3.288, -0.946)
H (0.928, -3.719, -1.792)
H (0.159, -3.135, -0.583)
O (-2.475, -0.022, 2.460)
H (-2.848, -0.809, 2.827)
H (-1.501, 0.105, 2.447)
O (-2.001, 2.553, 2.137)
H (-2.331, 2.501, 1.237)
H (-2.308, 1.792, 2.679)
O (-3.003, -1.395, 0.148)
H (-3.852, -1.396, 0.662)
H (-2.645, -0.546, 0.385)
O (1.716, 2.542, -1.679)
H (0.969, 2.687, -0.952)
H (2.204, 1.732, -1.331)
O (-0.347, 2.431, -0.167)
H (-0.981, 1.708, -0.146)
H (-0.800, 3.197, -0.633)
O (1.954, -0.141, -2.697)
H (1.884, 0.624, -3.225)
H (2.731, -0.058, -2.122)
O (0.666, -0.401, 3.754)
H (1.313, 0.180, 4.113)
H (-0.071, 0.017, 3.400)
O (-1.008, -2.929, 1.238)
H (-1.696, -2.446, 0.707)
H (-1.403, -2.781, 2.200)
O (3.421, 0.435, -0.609)
H (4.146, 0.813, -0.060)
H (3.181, -0.449, -0.369)
O (2.779, -2.125, 1.691)
H (2.594, -1.884, 2.573)
H (2.308, -2.941, 1.408)
O (-0.824, 2.686, -2.478)
H (-0.117, 2.035, -2.399)
H (-1.470, 2.371, -3.133)

Results
energy	-27037.876	eV
Kohn-Sham gap	9.1	eV
largest force on an atom	3.47	eV Å⁻¹
2S+1	1
LUMO	-0.0221	hartree
HOMO	-9.73	eV
energy relative to the best compared isomer or geometry (same formula, charge and spin)	4.072	eV